{
  "formula": "C48H103N2O28P3S6",
  "method": "ωB97M-V/def2-TZVPD",
  "symbols": ["N", "H", "H", "H", "H", "N", "H", "H", "H", "H", "C", "C", "C", "O", "C", "C", "C", "O", "O", "O", "H", "H", "C", "C", "C", "S", "O", "O", "C", "H", "H", "H", "H", "H", "H", "H", "H", "C", "C", "C", "S", "O", "O", "C", "H", "H", "H", "H", "H", "H", "H", "H", "C", "C", "C", "S", "O", "O", "C", "H", "H", "H", "H", "H", "H", "H", "H", "C", "C", "C", "S", "O", "O", "C", "H", "H", "H", "H", "H", "H", "H", "H", "C", "C", "C", "S", "O", "O", "C", "H", "H", "H", "H", "H", "H", "H", "H", "C", "C", "C", "S", "O", "O", "C", "H", "H", "H", "H", "H", "H", "H", "H", "C", "C", "O", "P", "O", "O", "C", "C", "O", "C", "C", "H", "H", "H", "H", "H", "H", "H", "H", "H", "H", "H", "H", "H", "H", "H", "C", "C", "O", "P", "O", "O", "C", "C", "O", "C", "C", "H", "H", "H", "H", "H", "H", "H", "H", "H", "H", "H", "H", "H", "H", "H", "C", "C", "O", "P", "O", "O", "C", "C", "O", "C", "C", "H", "H", "H", "H", "H", "H", "H", "H", "H", "H", "H", "H", "H", "H", "H"],
  "positions_angstrom": [[0.6258, 2.7375, 4.2785], [0.0034, 2.3210, 4.9561], [0.4014, 2.2923, 3.4001], [1.6090, 2.7484, 4.5094], [0.2903, 3.6725, 4.0961], [-0.6035, -4.5779, -2.0469], [-1.0459, -4.1971, -2.8711], [-0.7539, -4.0006, -1.2319], [0.3718, -4.7778, -2.2168], [-0.9514, -5.5049, -1.8472], [0.7147, -1.5763, 1.8818], [0.9554, -0.1881, 2.2237], [0.2560, 0.8963, 1.2269], [0.1398, 2.0763, 1.6812], [-0.3498, 0.3845, -0.0413], [-0.2419, -0.9322, -0.3573], [0.1016, -1.9454, 0.7379], [-0.2302, -3.1928, 0.6397], [-0.5161, -1.2141, -1.6018], [1.4671, 0.1350, 3.2776], [0.7829, -2.3132, 2.6684], [-0.6376, 1.1043, -0.7933], [-0.5897, -0.2807, -7.0231], [-0.0057, 0.4608, -5.8418], [0.1471, -0.5373, -4.6966], [0.9633, -2.0072, -5.4663], [0.3026, -3.2366, -5.0555], [2.3801, -1.8719, -5.4153], [0.2674, -1.5712, -7.2051], [-0.3536, 0.3472, -7.8822], [-1.6571, -0.3598, -6.8169], [-0.6395, 1.2502, -5.4377], [0.9928, 0.8260, -6.0823], [-0.7943, -0.9527, -4.3370], [0.6523, -0.2434, -3.7766], [-0.2681, -2.4125, -7.6451], [1.1132, -1.4278, -7.8776], [-1.4012, 4.0920, -1.3131], [-1.7143, 5.5271, -0.8171], [-1.8693, 6.4374, -2.0044], [-0.5386, 5.9421, -3.2660], [0.7913, 6.4784, -2.7954], [-1.0016, 6.1050, -4.6571], [-0.6164, 4.1836, -2.6755], [-2.3429, 3.5510, -1.4065], [-0.7755, 3.5011, -0.6442], [-0.8724, 5.9507, -0.2695], [-2.5615, 5.5508, -0.1316], [-1.6016, 7.4860, -1.8741], [-2.8125, 6.1939, -2.4933], [0.3260, 3.6442, -2.7706], [-1.2564, 3.8301, -3.4840], [4.9766, -0.6653, 1.2374], [6.4502, -1.2062, 1.1045], [7.1474, -1.1517, 2.4646], [5.8762, -1.5625, 3.7348], [6.1850, -0.8765, 4.9979], [5.6837, -3.0255, 3.7379], [4.4924, -0.8138, 2.7594], [4.3158, -0.9642, 0.4237], [5.0652, 0.4013, 1.0306], [6.9797, -0.7428, 0.2720], [6.4478, -2.2616, 0.8317], [7.3162, -0.1162, 2.7603], [7.9486, -1.8837, 2.5666], [4.3089, 0.1289, 3.2750], [3.5627, -1.3106, 3.0367], [-1.2322, -3.2181, 4.5937], [-0.0669, -2.6847, 5.3670], [-0.3914, -1.2085, 5.9009], [-2.0923, -0.8576, 5.4765], [-2.1953, 0.5156, 5.0095], [-2.9763, -1.3594, 6.5380], [-2.1245, -2.0669, 4.0681], [-1.8636, -3.8284, 5.2394], [-0.9117, -3.8051, 3.7330], [0.8555, -2.6513, 4.7872], [0.2908, -3.3246, 6.1737], [0.1192, -0.5635, 5.1857], [-0.0524, -1.0450, 6.9238], [-1.5861, -1.5784, 3.2559], [-3.1880, -2.1558, 3.8468], [-4.4968, 1.3101, -2.4155], [-5.5075, 2.1288, -3.3142], [-5.9358, 1.1608, -4.4310], [-4.3760, 0.3504, -4.9446], [-3.5017, 1.2001, -5.7524], [-4.7202, -0.9922, -5.4250], [-3.7051, 0.2560, -3.2800], [-5.0531, 0.6794, -1.7221], [-3.7914, 1.9682, -1.9082], [-4.9846, 2.9748, -3.7603], [-6.4149, 2.5006, -2.8382], [-6.5274, 1.5457, -5.2616], [-6.5016, 0.3597, -3.9555], [-2.6357, 0.0834, -3.1589], [-4.0441, -0.7358, -2.9807], [4.0036, 2.8689, -1.0595], [2.5787, 2.3723, -0.7808], [2.4157, 1.0809, -1.6442], [3.3893, 1.3764, -3.2146], [2.5081, 1.8111, -4.2620], [4.4333, 0.3741, -3.3529], [4.1988, 2.8719, -2.6055], [4.6597, 2.1130, -0.6279], [4.1833, 3.8224, -0.5628], [1.7647, 3.0405, -1.0619], [2.4286, 2.2046, 0.2858], [1.4116, 0.9207, -2.0368], [2.7090, 0.1562, -1.1472], [3.7624, 3.7798, -3.0219], [5.2210, 2.7392, -2.9598], [1.2364, 6.2547, 7.4104], [0.5288, 7.3143, 6.6508], [1.0839, 7.3881, 5.3137], [0.3923, 6.7506, 4.0390], [-0.1147, 5.3734, 4.3202], [1.5564, 6.8929, 2.9166], [1.7107, 6.0823, 1.7816], [2.4358, 4.8551, 2.1455], [-0.7564, 7.8650, 3.6228], [-1.7615, 7.6732, 2.6499], [-3.2126, 7.4644, 3.2120], [1.1035, 5.2850, 6.9307], [2.3019, 6.4747, 7.4775], [0.8153, 6.3157, 8.4139], [-0.5143, 7.0305, 6.5104], [0.4941, 8.3049, 7.1042], [0.7623, 5.8573, 1.2938], [2.2015, 6.6335, 0.9795], [2.0100, 4.0391, 1.5616], [3.4745, 5.0899, 1.9129], [2.3732, 4.5459, 3.1888], [-1.7263, 8.5453, 1.9970], [-1.5440, 6.7929, 2.0451], [-3.6483, 8.4031, 3.5544], [-3.8375, 6.9981, 2.4503], [-3.1722, 6.8080, 4.0812], [-4.2892, -4.9828, 1.7806], [-3.7471, -5.1913, 0.3907], [-4.7706, -4.9763, -0.5656], [-4.6976, -3.6156, -1.4645], [-3.5263, -3.5440, -2.3951], [-6.1321, -3.7292, -2.2349], [-6.3149, -3.1546, -3.4777], [-7.6748, -2.4104, -3.4375], [-4.8172, -2.3012, -0.4582], [-3.7475, -1.8754, 0.3363], [-3.7865, -0.3433, 0.6554], [-5.2144, -4.4065, 1.7880], [-4.4604, -5.9480, 2.2572], [-3.4808, -4.5246, 2.3504], [-2.8975, -4.5328, 0.2101], [-3.3128, -6.1818, 0.2549], [-5.3838, -2.6951, -3.8095], [-6.4017, -4.0416, -4.1052], [-8.4413, -3.1377, -3.1703], [-7.6685, -1.5737, -2.7389], [-7.8228, -2.0471, -4.4544], [-3.7903, -2.3285, 1.3267], [-2.8359, -2.2106, -0.1584], [-3.0330, -0.0981, 1.4038], [-3.6968, 0.2863, -0.2298], [-4.7924, -0.1233, 1.0130], [3.6444, -9.2419, -0.1975], [3.9418, -7.7286, 0.1179], [3.9875, -7.0349, -1.1056], [3.3075, -5.5827, -1.3948], [1.8770, -5.6332, -1.8419], [3.7011, -4.7452, -0.0353], [2.6900, -4.4584, 0.9575], [3.2042, -4.9606, 2.3319], [4.2947, -4.9101, -2.5156], [3.9732, -3.7030, -3.2298], [3.4968, -2.5864, -2.3533], [4.0605, -9.6836, -1.1030], [3.8688, -9.8510, 0.6781], [2.5680, -9.3901, -0.2849], [3.1864, -7.3284, 0.7941], [4.9393, -7.6681, 0.5530], [2.5432, -3.3884, 1.1045], [1.7564, -4.8877, 0.5940], [3.1552, -6.0492, 2.3590], [4.2594, -4.6961, 2.4004], [2.6346, -4.4619, 3.1161], [4.8204, -3.3722, -3.8307], [3.1060, -3.9886, -3.8251], [4.2383, -2.3313, -1.5961], [3.3070, -1.6671, -2.9073], [2.5151, -2.8464, -1.9574]],
  "mulliken_spin": [0.012, 0.001, -0.028, 0.001, 0.003, 0.003, 0.001, -0.012, 0.000, 0.000, -0.152, 0.259, 0.336, 0.103, -0.199, 0.233, 0.144, 0.087, 0.082, 0.097, 0.013, 0.007, 0.000, 0.001, 0.000, 0.001, 0.000, 0.000, 0.000, 0.000, 0.000, 0.000, 0.000, 0.006, -0.008, 0.000, 0.000, 0.003, -0.001, 0.000, 0.000, 0.000, 0.000, -0.001, 0.000, -0.002, -0.001, 0.000, 0.000, 0.000, -0.001, 0.000, 0.030, 0.002, 0.000, 0.000, 0.000, 0.000, 0.001, -0.013, -0.006, 0.000, 0.000, 0.000, 0.000, -0.005, -0.001, -0.001, 0.001, -0.011, 0.002, 0.000, 0.000, -0.013, 0.000, 0.000, -0.001, 0.000, 0.005, 0.000, 0.010, 0.000, 0.002, 0.000, 0.000, 0.001, 0.000, 0.000, 0.008, 0.000, -0.002, 0.000, 0.000, 0.000, 0.000, -0.008, -0.002, -0.001, 0.070, -0.044, -0.001, 0.001, 0.000, 0.001, 0.001, 0.000, 0.002, -0.048, -0.019, 0.054, 0.000, 0.000, 0.000, 0.000, 0.000, 0.000, 0.000, 0.000, 0.001, -0.014, 0.000, 0.000, 0.000, 0.000, 0.000, 0.000, 0.000, 0.000, 0.000, 0.000, 0.000, 0.000, -0.001, 0.000, 0.000, 0.000, 0.000, 0.000, -0.002, -0.003, 0.000, 0.002, 0.001, 0.000, 0.000, 0.000, 0.000, 0.004, -0.014, 0.000, 0.000, 0.001, 0.002, 0.000, 0.000, 0.000, 0.000, 0.000, 0.000, -0.008, 0.012, 0.005, 0.009, 0.000, 0.000, 0.000, 0.000, -0.001, 0.000, 0.000, 0.003, 0.001, 0.000, 0.000, 0.006, 0.000, 0.000, 0.000, 0.000, 0.000, -0.002, -0.004, 0.000, 0.000, -0.001, 0.000, 0.000, -0.002, -0.002, -0.002],
  "total_charge": -1,
  "e_tot_ev": -204637.72736,
  "spin_multiplicity": 2
}